1.
{
  "formula": "C10H16",
  "method": "wB97M-V/def2-TZVPD",
  "species": ["C", "H", "C", "H", "C", "H", "H", "H", "C", "C", "H", "C", "H", "C", "H", "H", "H", "H", "H", "C", "C", "H", "H", "H", "H", "C"],
  "coordinates": [[1.1255, -0.9832, 0.8690], [-0.6143, 4.9241, 1.2514], [-0.5701, 3.4110, -0.2600], [-1.0412, -0.6963, -1.8508], [1.8661, -2.1877, -1.1646], [-2.9599, -0.3707, -0.2406], [0.6355, -1.7670, -3.0740], [-2.6285, -1.8660, 0.6737], [-0.2715, 3.9296, 1.1718], [-1.1269, -0.0601, 0.8954], [2.9182, -2.1252, 0.7491], [2.0774, -1.7892, 0.1634], [-1.4360, 0.9567, 0.4018], [-0.2143, -1.0413, -1.2489], [-0.8999, 4.2429, -0.8944], [2.5153, -2.9050, -1.8231], [-0.6592, 3.1880, 2.0831], [0.7583, 3.6359, 1.5843], [-1.2092, 2.5281, -0.2772], [-0.0388, -0.7782, 0.1437], [0.8031, -1.6766, -1.9533], [-3.0814, -0.3321, 1.6025], [-0.8482, 0.1071, 1.9942], [1.1915, -0.7201, 1.9961], [0.4796, 3.0235, -0.5265], [-2.5039, -0.7948, 0.7752]],
  "mulliken_charge": [-0.63, 0.30, -0.55, 0.26, -0.42, 0.23, 0.30, 0.36, -0.76, 0.09, 0.38, -0.39, -0.40, -0.47, 0.35, 0.23, 0.17, 0.25, 0.09, 1.09, -0.31, 0.31, 0.33, 0.21, 0.18, -1.18],
  "de_lowest_kj_mol": 277.6,
  "smiles": "CCc1ccccc1.CC",
  "orbital_gap_ev": 9.7,
  "e_lumo_ev": 0.879,
  "total_charge": 0
}

2.
{
  "formula": "C4H5O5V",
  "method": "wB97M-V/def2-TZVPD",
  "species": ["C", "V", "C", "H", "H", "H", "O", "O", "C", "H", "O", "C", "O", "O", "H"],
  "coordinates": [[0.7042, -1.5413, -1.0252], [0.5421, 1.1913, -1.5843], [-0.5359, -1.1262, -0.2313], [-0.3535, -1.3312, 0.8354], [-1.7684, 0.3161, 1.4147], [-2.8092, 0.5811, -0.0258], [1.0477, -2.7200, -0.9870], [1.6021, 1.6559, 0.4035], [2.5154, 1.3343, 1.0542], [-1.3994, -1.7256, -0.5573], [1.3570, -0.5881, -1.5741], [-1.8220, 0.7763, 0.4173], [-0.7986, 0.2539, -0.4183], [3.3767, 1.0678, 1.7747], [-1.6583, 1.8558, 0.5033]],
  "mulliken_spin": [0.00, 4.14, 0.02, 0.00, 0.00, -0.01, 0.01, -0.10, 0.04, 0.00, -0.07, -0.01, -0.05, 0.00, 0.02],
  "de_lowest_kj_mol": 0.0,
  "s2": 6.0041,
  "orbital_gap_ev": [5.8, 9.5],
  "spin_multiplicity": 5,
  "e_lumo_ev": [0.043, -0.113],
  "total_charge": 0
}

3.
{
  "formula": "C21H24N4O3S",
  "method": "wB97M-V/def2-TZVPD",
  "species": ["C", "H", "S", "C", "H", "H", "H", "H", "C", "H", "C", "C", "C", "H", "C", "H", "H", "C", "H", "H", "C", "O", "C", "C", "O", "H", "N", "H", "H", "H", "C", "C", "C", "C", "H", "H", "C", "H", "H", "C", "H", "O", "N", "C", "H", "C", "N", "C", "C", "H", "H", "H", "N"],
  "coordinates": [[2.7963, 3.2418, -0.9924], [-0.0587, -0.3584, -2.1551], [1.0156, -2.0895, -0.1985], [-4.9724, 1.3706, 1.8427], [2.6987, 3.5369, -2.0485], [-3.3876, -3.8946, -1.2668], [-5.8657, 1.9526, 2.0164], [-4.0037, -1.8270, 1.2490], [1.7437, 0.2721, 1.0113], [0.7704, 3.4299, 1.7205], [-2.5808, 1.2402, 1.6105], [-0.8055, -1.1158, -1.9721], [1.4334, 2.7895, 1.1358], [0.7618, 2.5476, -0.8972], [-2.6896, -0.1582, 1.3998], [0.9946, 4.2293, -0.4240], [2.4483, 2.8563, 1.5328], [-3.7450, 1.9870, 1.8307], [5.2404, 0.0639, -0.6634], [-3.9191, -2.0784, -2.8446], [5.6501, 2.5749, -1.5910], [1.2196, -3.3028, 0.5241], [-2.0334, -1.1002, -2.6127], [4.4251, 1.6856, -1.8172], [2.0685, -1.6393, -1.0645], [4.0471, 1.8541, -2.8414], [-1.5875, -0.9435, 1.1505], [2.2960, 0.3896, 0.0705], [5.9786, 2.4927, -0.5574], [3.8917, -0.4070, -1.6945], [-3.9510, -0.7618, 1.4118], [-2.6621, -3.1198, -1.4621], [-0.3490, 1.1120, 1.3994], [-5.0769, -0.0058, 1.6323], [5.4290, 3.6175, -1.8083], [-2.2708, -0.3091, -3.3077], [-2.9587, -2.0986, -2.3515], [-1.1728, -3.8989, -0.0999], [-3.6438, 3.0489, 1.9932], [4.7825, 0.2137, -1.6376], [5.4816, -0.0951, -2.4093], [3.3776, 1.9630, -0.8997], [-1.3728, 1.8903, 1.5842], [-0.5325, -2.1316, -1.0788], [-6.0494, -0.4755, 1.6446], [1.4126, 3.2258, -0.3432], [0.7829, -0.8147, 0.9189], [-0.4642, -0.3087, 1.1752], [-1.4390, -3.1368, -0.8135], [6.4571, 2.2519, -2.2425], [3.4268, 3.9884, -0.4859], [2.4625, 0.0588, 1.8168], [0.9588, 1.4472, 1.3376]],
  "mulliken_charge": [-0.77, 0.44, 1.39, -0.45, 0.44, 0.45, 0.38, 0.46, -0.36, 0.41, 0.16, -0.29, -0.98, 0.28, -0.12, 0.37, 0.50, -0.51, 0.32, 0.40, -1.49, -0.75, -0.69, 0.50, -0.62, 0.30, -0.36, 0.25, 0.34, 0.14, -0.38, -0.67, 1.05, -0.62, 0.38, 0.42, -0.43, 0.45, 0.45, -1.25, 0.46, -0.06, -0.61, -0.11, 0.39, -0.59, -0.11, 0.31, -0.06, 0.44, 0.31, 0.04, 0.02],
  "de_lowest_kj_mol": 186.5,
  "smiles": "CC(C)OCCCN1CN(S(=O)(=O)c2ccccc2)c2nc3ccccc3nc21",
  "orbital_gap_ev": 8.0,
  "e_lumo_ev": 0.304,
  "total_charge": 0
}

4.
{
  "formula": "C3H2O3",
  "method": "wB97M-V/def2-TZVPD",
  "species": ["O", "C", "O", "C", "H", "H", "O", "C"],
  "coordinates": [[0.2230, 0.4893, -1.6632], [0.1982, 0.6331, 0.9792], [-1.0484, -1.3531, 0.9991], [-0.0073, -0.7270, -1.1448], [-0.1906, -1.7270, -1.6661], [0.2459, 0.5542, 2.2083], [0.8945, 1.5787, 0.4410], [-0.2922, -0.6638, 0.3728]],
  "mulliken_charge": [-0.40, 0.11, -0.43, -0.01, 0.30, 0.25, -0.42, 0.58],
  "de_lowest_kj_mol": 334.9,
  "smiles": "O=CC(=O)C=O",
  "orbital_gap_ev": 7.8,
  "e_lumo_ev": -2.017,
  "total_charge": 0
}

5.
{
  "formula": "C4H4N2O2",
  "method": "wB97M-V/def2-TZVPD",
  "species": ["H", "N", "O", "C", "C", "C", "C", "O", "N", "H", "H", "H"],
  "coordinates": [[2.1108, -0.1080, 2.9468], [1.4541, -1.0220, 1.7859], [-1.4561, -0.9166, 0.8116], [0.6162, 0.2125, -0.0034], [-0.8439, -0.3687, 0.0024], [0.6204, 1.1577, -1.0964], [-0.5156, 0.9768, -1.7612], [-1.4519, 0.1331, -1.1652], [1.4925, 0.0117, 0.8949], [0.4789, -1.4235, 2.3994], [1.5311, 1.6415, -1.4734], [-0.7460, 1.3605, -2.6575]],
  "mulliken_charge": [0.26, -0.67, -0.44, 0.72, 0.52, -0.67, -0.26, -0.37, -0.28, 0.31, 0.34, 0.53],
  "de_lowest_kj_mol": 589.9,
  "orbital_gap_ev": 8.4,
  "e_lumo_ev": -0.565,
  "total_charge": 0
}

6.
{
  "formula": "C46H40MnN6O9P3",
  "method": "wB97M-V/def2-TZVPD",
  "species": ["O", "H", "H", "H", "C", "C", "C", "C", "H", "N", "C", "H", "P", "H", "C", "C", "C", "H", "O", "H", "H", "H", "C", "H", "C", "H", "C", "H", "C", "C", "O", "H", "H", "C", "H", "H", "H", "C", "C", "H", "H", "C", "C", "H", "C", "C", "C", "C", "P", "H", "H", "H", "C", "C", "H", "Mn", "N", "H", "C", "C", "H", "C", "H", "C", "C", "O", "C", "N", "N", "C", "C", "C", "C", "H", "C", "P", "C", "H", "H", "C", "H", "O", "C", "C", "O", "H", "C", "C", "C", "H", "H", "N", "O", "C", "C", "H", "H", "O", "C", "H", "C", "H", "H", "N", "O"],
  "coordinates": [[1.2496, -4.4418, 3.0290], [-2.9018, -3.8033, 1.6082], [2.6207, -0.6084, 2.9726], [-0.1792, -3.2836, 5.6212], [1.2306, -2.0164, -4.7248], [-2.0000, 5.2909, 2.5211], [-3.7438, 2.2675, -0.0710], [-6.3757, -0.8643, 0.7233], [-3.6371, 6.3410, 3.4377], [1.2500, 2.6214, -0.1072], [-0.2549, -1.2313, -2.8925], [-3.0357, -2.7336, -1.8578], [0.9794, -4.1632, 1.5145], [-4.3680, -0.4029, 1.3351], [0.2181, -2.4524, -5.5829], [2.6990, -3.7239, -5.7138], [-2.7904, 5.6645, 3.6050], [-2.9725, -4.7673, 4.1785], [3.1464, -2.0108, 0.2113], [-8.2909, -1.4077, -0.1766], [-1.0747, 3.9178, 5.8642], [8.0526, 1.9932, -1.5714], [-0.8200, -1.7941, 4.2353], [2.8852, -3.6177, 0.5232], [6.3147, 4.9424, -1.3364], [-0.8089, -2.0228, -5.6244], [-2.2195, -2.0353, -2.1484], [1.0720, -2.3064, 4.9838], [-2.5272, 5.1207, 4.8515], [3.4088, 2.5504, -1.3467], [-0.1501, -5.0161, 0.8723], [-1.0158, -5.1241, 1.4379], [-1.0767, -3.1890, -3.6297], [3.0651, 0.1871, -3.9739], [4.7876, 1.5496, -3.5798], [-0.9439, -1.0470, 5.0793], [4.0664, 3.4501, 1.4689], [2.5113, -2.6185, -4.8288], [2.6351, 2.8796, -0.1671], [-3.1029, 5.4903, 5.7287], [8.4280, 4.6765, -1.3967], [-5.2754, -1.2642, -1.7412], [-4.5314, -0.4847, -0.7965], [4.1669, 5.0704, -1.1634], [3.0386, 1.5816, -2.2312], [1.6592, -4.2037, -6.4294], [-1.6794, 2.8368, 0.5809], [5.9678, 2.2480, -1.3597], [1.9731, -1.4506, 0.9718], [1.7737, -4.9379, -7.2114], [-3.5358, 4.0892, 1.1913], [-0.4711, -3.9636, -6.9475], [7.4466, 4.1632, -1.4964], [4.8077, 2.9723, -1.3219], [-3.2914, -5.2456, 1.9970], [0.3194, 1.0436, -0.7911], [1.8303, 0.8315, -2.1936], [0.6456, -3.6197, 3.9868], [-0.5496, 3.5563, 1.2464], [7.2794, 2.7690, -1.5304], [6.5460, 5.9838, -1.3474], [-2.7798, 1.2783, -0.4895], [-4.7601, 2.0515, -0.0653], [-0.6945, 3.8569, 3.8431], [-3.0713, 3.2382, 0.6612], [-2.8606, -1.7709, 2.6162], [-5.0599, -0.4667, 0.4942], [-0.8913, -0.1936, -2.0506], [0.2000, -2.8082, 4.7309], [-2.0952, -0.7140, -1.6426], [1.8680, 0.0229, -3.3322], [-3.1205, 0.0186, -1.0207], [-1.3780, 4.3193, 4.9604], [1.8509, 4.1270, 2.8656], [0.4140, -3.5602, -6.3708], [-2.4783, -2.4787, 3.9220], [1.9288, 3.6725, 1.8476], [-1.1827, -4.7571, 3.6803], [-0.3606, -1.2758, 3.3758], [-7.2241, -1.4594, -0.2579], [0.2341, 3.2798, 3.9765], [0.7470, -2.6345, 1.1048], [-2.1466, -4.3705, 3.4830], [5.0511, 4.3832, -1.2084], [1.2795, -0.1476, 0.6902], [-4.8729, -1.1271, -2.7643], [-1.1730, -2.3394, -2.9368], [3.7839, 1.1888, -3.3660], [0.9255, -1.0506, -3.6475], [-6.8079, -0.6464, 1.7132], [-7.1294, -2.1534, -2.3360], [-1.4839, 1.7546, -0.1926], [2.1757, -1.4379, 2.6036], [0.8086, 3.2306, 1.1119], [-6.6220, -1.5877, -1.5234], [3.4434, -0.3050, -4.8251], [-2.2500, 5.7870, 1.6121], [-3.4102, -2.6134, 5.0773], [3.0326, 3.3597, 1.1152], [5.9202, 1.1504, -1.1389], [-1.0907, 4.2325, 2.5559], [3.3493, -2.2251, -4.2470], [3.7275, -3.9499, -5.9040], [-2.5045, -4.6455, 2.1391], [2.2573, -4.4700, 0.6534]],
  "mulliken_spin": [0.00, 0.00, 0.00, 0.00, 0.02, 0.00, 0.09, -0.01, 0.00, -0.04, -0.12, 0.00, 0.00, 0.00, 0.02, -0.01, 0.00, 0.00, 0.00, 0.00, 0.00, 0.00, 0.00, 0.00, 0.00, 0.00, -0.06, 0.00, -0.01, 0.00, 0.00, 0.00, 0.00, 0.06, 0.00, 0.00, 0.00, 0.03, 0.02, 0.00, 0.00, 0.01, 0.00, 0.00, 0.05, 0.02, 0.13, -0.01, 0.01, 0.00, 0.00, 0.00, -0.01, 0.02, 0.00, 4.67, 0.01, 0.00, -0.12, 0.01, 0.00, -0.06, 0.00, -0.01, -0.05, 0.00, 0.01, 0.13, 0.00, 0.05, -0.07, 0.03, 0.00, 0.00, -0.01, 0.00, -0.02, 0.00, 0.00, 0.01, 0.00, 0.00, 0.00, -0.01, -0.07, 0.00, 0.06, -0.07, 0.12, 0.00, 0.00, 0.04, 0.00, 0.10, 0.00, 0.01, 0.00, 0.00, 0.06, 0.00, -0.03, 0.00, 0.00, 0.00, 0.00],
  "s2": 9.0495,
  "orbital_gap_ev": [4.8, 5.3],
  "spin_multiplicity": 6,
  "e_lumo_ev": [1.145, 1.063],
  "total_charge": -1
}